Entry from OMol25: a molecular structure, C39H35BrF3N6O5RuS at a distorted geometry (the ωB97M-V functional and the def2-TZVPD basis).

Summary:
2S+1	6
LUMO level (spin up / spin down)	0.33 / -1.02	eV
Kohn-Sham gap (spin up / spin down)	7.025 / 6.804	eV

Element x y z (Å)
Ru (-1.05603, 0.79934, 0.99413)
C (-2.39815, -2.05461, -3.41795)
O (-2.75380, -0.84054, -4.09267)
C (-1.84242, -0.40339, -5.02935)
C (-2.22078, -0.41394, -6.36564)
C (-1.34866, 0.00585, -7.35319)
C (-0.07609, 0.43924, -7.00318)
C (0.29318, 0.48169, -5.67272)
C (-0.58372, 0.08345, -4.66386)
N (-0.11379, 0.10422, -3.33566)
C (-0.64885, 0.68549, -2.20829)
N (-1.88557, 1.20123, -2.29519)
C (-2.54492, 2.07275, -1.40708)
C (-2.20818, 2.26769, -0.07274)
C (-2.94145, 3.22125, 0.64487)
C (-3.98603, 3.91832, 0.07456)
C (-4.34867, 3.67342, -1.24848)
C (-3.63378, 2.75182, -1.98527)
O (-3.92619, 2.41002, -3.28564)
C (-4.54777, 3.38977, -4.09406)
N (0.04744, 0.74487, -1.11640)
C (1.39493, 0.32883, -1.14646)
C (2.41228, 1.27044, -1.10779)
C (3.74638, 0.88670, -1.04807)
C (4.06246, -0.46123, -1.02430)
C (3.05746, -1.42212, -1.05997)
C (1.72661, -1.03217, -1.11658)
O (0.66693, -1.88508, -1.12572)
C (0.91990, -3.26030, -0.94275)
H (-3.20135, -2.25842, -2.71443)
H (-1.45955, -1.94770, -2.87012)
H (-2.31692, -2.86706, -4.14441)
H (-3.21165, -0.77769, -6.60050)
H (-1.65470, -0.01666, -8.38953)
H (0.62266, 0.75974, -7.76219)
H (1.27391, 0.84514, -5.39042)
H (0.87992, -0.05999, -3.24196)
H (-2.41117, 1.00178, -3.13417)
H (-2.69801, 3.39410, 1.68699)
H (-4.54316, 4.64177, 0.65437)
H (-5.18147, 4.19899, -1.68970)
H (-4.61598, 2.96177, -5.09101)
H (-3.94920, 4.30388, -4.12145)
H (-5.55485, 3.62562, -3.74572)
H (2.13218, 2.31650, -1.10137)
H (4.52443, 1.63623, -1.01141)
H (5.09450, -0.78009, -0.96825)
H (3.31924, -2.46942, -1.02871)
H (-0.05605, -3.73704, -0.89394)
H (1.46262, -3.43853, -0.00898)
H (1.49455, -3.67815, -1.77409)
Br (0.88318, 3.88797, 1.76628)
C (0.19724, 2.99317, 3.28264)
C (0.78128, 3.20033, 4.52317)
C (0.27114, 2.48468, 5.60286)
C (-0.78428, 1.60403, 5.40587)
C (-1.29454, 1.47884, 4.12684)
N (-0.80724, 2.17287, 3.08191)
C (-2.40271, 0.47277, 3.78630)
O (-2.82616, -0.25031, 4.69713)
O (-2.74485, 0.46138, 2.56352)
H (1.60189, 3.89290, 4.62848)
H (0.70700, 2.60764, 6.58511)
H (-1.21538, 1.01318, 6.19949)
F (6.84478, -3.87771, 4.06414)
C (6.90082, -2.60782, 3.63147)
F (7.70777, -2.60349, 2.54967)
F (7.53760, -1.89426, 4.58020)
C (5.54323, -2.04515, 3.31699)
C (5.41432, -0.67485, 3.11508)
C (4.18674, -0.14098, 2.77717)
C (3.07057, -0.97043, 2.63280)
C (3.21226, -2.34017, 2.85446)
C (4.44185, -2.87731, 3.19200)
C (1.81617, -0.42394, 2.21897)
C (0.74458, -0.00059, 1.82202)
H (6.27602, -0.03043, 3.22031)
H (4.07729, 0.92056, 2.60348)
H (2.34802, -2.98337, 2.75276)
H (4.54446, -3.93956, 3.35853)
C (-1.15139, -2.95134, 3.71436)
N (-1.26308, -2.46164, 2.35543)
C (-2.38102, -2.05829, 1.76679)
N (-3.54051, -2.17811, 2.44360)
S (-2.34198, -1.43413, 0.17033)
H (-0.33563, -3.66986, 3.75583)
H (-2.07041, -3.45991, 3.99606)
H (-0.96457, -2.13904, 4.41900)
H (-0.40828, -2.17957, 1.88508)
H (-3.49419, -1.90732, 3.43802)
H (-4.29470, -1.70852, 1.96232)

Results of the Mulliken charge analysis, in e, for atoms 1 through 6: 0.0283, -0.5487, -0.3918, 0.6424, -0.6616, -0.5462

Entry from OMol25: a molecular structure, C12H24O24S6 at a distorted geometry (the ωB97M-V functional and the def2-TZVPD basis).

Summary:
2S+1	2
net charge	+1
LUMO level (spin up / spin down)	-3.64 / -10.59	eV
Kohn-Sham gap (spin up / spin down)	9.467 / 2.501	eV

Element x y z (Å)
C (1.20035, -0.18278, -0.30262)
C (0.01724, 0.74311, -0.42053)
O (-0.96754, 0.14578, 0.46480)
S (-0.19059, -0.44969, 1.80000)
O (-0.87298, -1.61373, 2.36263)
O (0.12268, 0.74758, 2.60782)
O (1.14823, -0.87969, 0.90506)
H (2.19152, 0.25865, -0.40654)
H (1.18629, -0.96605, -1.06050)
H (-0.51633, 0.83951, -1.36610)
H (0.34032, 1.75683, -0.18371)
C (0.41093, 1.91315, 5.73690)
C (-0.07754, 0.44561, 5.74554)
O (-0.45100, 0.19454, 7.06576)
S (-0.27607, 1.48356, 8.09658)
O (0.48088, 1.07381, 9.28557)
O (-1.52620, 2.21468, 8.21884)
O (0.70688, 2.27949, 7.02353)
H (-0.25230, 2.61689, 5.23394)
H (1.35153, 2.07153, 5.20937)
H (0.76437, -0.23594, 5.62400)
H (-0.95583, 0.32816, 5.11078)
C (-0.75265, 3.51288, -3.34803)
C (0.17326, 2.94992, -4.26158)
O (-0.65071, 1.98523, -4.92291)
S (-1.76157, 1.27632, -3.91130)
O (-1.38965, -0.02895, -3.39556)
O (-3.05795, 1.48163, -4.48382)
O (-1.53717, 2.44587, -2.84668)
H (-1.50637, 4.06733, -3.90711)
H (-0.39618, 4.01906, -2.45092)
H (0.94630, 2.38309, -3.74270)
H (0.54218, 3.75213, -4.90066)
C (-3.83999, -0.64088, -1.50266)
C (-5.21732, -0.22233, -0.83979)
O (-5.75224, -1.37142, -0.17599)
S (-5.00721, -2.84223, -0.63302)
O (-5.56085, -3.40365, -1.84440)
O (-4.67193, -3.67276, 0.51220)
O (-3.62400, -1.97495, -1.04531)
H (-3.07270, 0.08826, -1.24246)
H (-3.82726, -0.57172, -2.59038)
H (-5.86418, 0.01975, -1.68304)
H (-4.96443, 0.57480, -0.14070)
C (4.08999, 0.05259, 2.02571)
C (4.12557, -0.23814, 3.54511)
O (3.23083, -1.30777, 3.88460)
S (3.33135, -2.43546, 2.70221)
O (2.01870, -2.98671, 2.34526)
O (4.46174, -3.31207, 3.00048)
O (3.78607, -1.29495, 1.54514)
H (4.95022, 0.49716, 1.52526)
H (3.24448, 0.68405, 1.75283)
H (3.95474, 0.70232, 4.06900)
H (5.07852, -0.74969, 3.68038)
C (1.69873, -2.66874, -4.75690)
C (0.34515, -2.23665, -5.27348)
O (0.57510, -0.86661, -5.44486)
S (1.81307, -0.25574, -4.67793)
O (1.53596, 0.03077, -3.25755)
O (2.50567, 0.77702, -5.47711)
O (2.68170, -1.63363, -4.87932)
H (2.11349, -3.42962, -5.41807)
H (1.84117, -2.91744, -3.70526)
H (-0.33461, -2.31509, -4.42503)
H (-0.08988, -2.70802, -6.15476)

Results of the Mulliken charge analysis, in e, for atoms 1 through 6: -0.1423, 0.9128, -0.2150, 1.0984, -0.4524, -0.4386

Entry from OMol25: a molecular structure, C18H38OP2Sn at a distorted geometry (the ωB97M-V functional and the def2-TZVPD basis).

Summary:
LUMO level	-0.63	eV
Kohn-Sham gap	5.706	eV

Element x y z (Å)
P (-1.72402, 2.13249, 0.27100)
P (2.41313, -1.72083, 1.28583)
C (-1.15626, -0.06200, 0.32764)
C (-0.23805, -0.88628, 1.10836)
H (-0.78723, 0.02821, -0.70736)
H (-2.17170, -0.43742, 0.11553)
H (-0.56322, -1.08107, 2.12496)
H (-0.00973, -1.89270, 0.66556)
C (3.28387, -2.07836, -0.39389)
H (4.38845, -1.99340, -0.26579)
H (3.08312, -1.22431, -1.07642)
H (2.95867, -3.00503, -0.90204)
C (1.78022, -3.26631, 2.07492)
H (1.52340, -4.12377, 1.46111)
H (0.91160, -3.02810, 2.68849)
H (2.58864, -3.56390, 2.74896)
C (-1.77707, 3.22528, -1.24337)
H (-1.96630, 4.28681, -1.01317)
H (-2.51178, 2.86209, -1.98146)
H (-0.79943, 3.21623, -1.75288)
C (-3.48015, 1.69857, 0.52060)
H (-3.47193, 0.95153, 1.32017)
H (-3.85012, 1.24378, -0.40205)
H (-4.07499, 2.57711, 0.80478)
Sn (1.26748, 0.84861, -0.18433)
C (-0.36319, -1.88027, -1.75951)
C (0.71046, -1.11911, -2.07075)
C (0.95479, -0.58391, -3.43631)
C (-0.07310, 0.48212, -3.87831)
C (-0.76288, 1.03385, -2.72339)
C (-1.93710, 0.58361, -2.25369)
C (-2.55379, -0.73973, -2.52045)
C (-1.61119, -1.94877, -2.56447)
C (1.83171, 2.81053, 0.85094)
H (-0.26577, -2.70055, -1.04800)
H (1.58254, -1.25615, -1.46051)
H (0.97703, -1.38063, -4.21049)
H (1.95571, -0.12986, -3.48254)
H (0.44293, 1.29196, -4.42439)
H (-0.81532, 0.02706, -4.54473)
H (-0.26836, 1.91738, -2.37630)
H (-2.68963, 1.22829, -1.82103)
H (-3.15458, -0.70726, -3.45191)
H (-3.32366, -0.92720, -1.75035)
H (-2.19090, -2.81412, -2.23688)
H (-1.38042, -2.16870, -3.60822)
H (1.74274, 2.93256, 1.95259)
H (1.18356, 3.56087, 0.36488)
H (2.89115, 3.02067, 0.56693)
C (2.20349, 0.91588, 3.93691)
C (1.00617, 0.09951, 3.48864)
C (-0.06197, 0.09744, 4.56124)
O (0.55673, 0.77232, 2.37110)
H (1.86093, 1.94127, 4.08923)
H (2.97164, 0.96024, 3.16287)
H (2.63509, 0.54703, 4.88485)
H (1.35989, -0.94956, 3.34045)
H (-0.43527, 1.11203, 4.68471)
H (-0.91308, -0.48279, 4.25122)
H (0.31702, -0.25323, 5.52049)

Results of the Mulliken charge analysis, in e, for atoms 1 through 6: 0.4488, 0.2781, -0.0182, -0.5299, -1.8280, 0.8317

Entry from OMol25: C2H7N3OS in the gas phase at a distorted geometry (the ωB97M-V functional and the def2-TZVPD basis).

Summary:
LUMO level	0.64	eV
Kohn-Sham gap	8.945	eV

Element x y z (Å)
C (-2.52937, -0.24908, 0.27690)
O (-1.54966, -0.35844, -0.74252)
N (-0.26328, -0.36913, -0.20616)
C (0.44189, 0.78514, -0.12984)
S (-0.19826, 2.28954, -0.17934)
N (1.74964, 0.54133, 0.05434)
N (2.35783, -0.67789, -0.11450)
H (-3.48449, -0.25724, -0.23112)
H (-2.39402, 0.70709, 0.80669)
H (-2.49680, -1.07984, 0.97429)
H (0.30754, -1.20029, -0.35657)
H (2.25450, 1.42563, 0.00832)
H (2.96830, -0.61315, -0.87474)
H (2.83618, -0.94365, 0.71426)

Results of the Mulliken charge analysis, in e, for atoms 1 through 6: -0.4703, -0.2145, -0.2416, 0.3327, -0.4398, -0.0642

Energy above the lowest of the compared OMol25 structures with the same formula, charge and spin
In order: 0.0 0.0 39.1 43.9
Unit: kcal per mole